1.
Entry from the Open Molecules 2025 dataset: 11 unconnected molecules or ions with the total composition C8H36BF4N16O10 at a distorted geometry (ωB97M-V with the def2-TZVPD basis set).

Geometry as ORCA input:
```
! wB97M-V def2-TZVPD RIJCOSX def2/J DEFGRID3
* xyz -1 1
H 1.60960 4.23542 5.70139
H -2.97776 2.56626 -0.49844
O -1.32390 5.13663 0.33252
O -4.51229 -1.59312 -2.97362
O 0.34448 -3.41602 0.46632
H -2.72369 -3.09715 -1.81544
H 2.83756 -0.63021 -1.38817
C 4.63082 -0.11938 -1.31792
O 1.51542 1.03059 -2.36706
H 1.61712 -0.39904 2.04072
H -4.06039 0.54048 -2.12404
C -1.53863 1.12335 -4.53450
F 0.96775 -0.53982 -0.47850
H 2.11336 -5.32037 -3.90758
H 0.25992 -2.48663 0.25342
H 1.53885 1.94487 -2.08464
N 5.83975 -0.68036 -1.20347
C 1.43699 -3.48261 -3.58847
H -0.08288 0.07737 -3.59983
N -1.95988 0.05883 3.41349
H -2.89719 0.20358 -0.89151
O 4.39762 1.01885 -1.58163
O 1.86268 -3.04735 -4.65836
N 3.73253 -1.01972 -1.12854
F -1.12643 -1.10825 0.42093
N -0.71722 0.15458 -4.38197
H -0.57979 -0.31879 -5.26353
N -3.54889 -0.14109 -1.58188
H -4.35305 -0.92283 1.78035
H -2.59196 -1.13615 1.41676
H 6.70233 -0.16349 -1.29785
H 0.96773 -0.83567 5.34062
H 0.84112 -1.70682 -2.89164
F 0.12097 0.47521 1.31656
N -1.22931 3.09178 1.00944
C -1.64173 3.98080 0.24190
N -2.71639 -2.10072 -1.65063
H -1.94895 0.78552 4.11485
H -2.86032 3.99784 -1.34492
H 1.38895 0.53301 -1.55918
N 1.55616 -4.74932 -3.28828
H -2.36142 2.44704 -3.27317
O 2.31874 -2.41309 4.33095
N -3.37037 -0.73720 1.92176
H 5.81421 -1.68988 -1.18548
N -2.53824 3.47450 -0.54337
H -1.26666 -0.21735 2.73285
N -1.60294 1.79914 -3.43140
H 2.68744 -1.85835 2.25659
O -0.51505 3.13885 4.96538
N 1.65639 3.84869 4.76953
H -1.35926 2.09252 0.94091
H 1.36005 -5.16882 -2.39069
H -0.99444 1.56949 -2.65869
H -0.08806 -3.50805 1.31526
H 3.95372 -2.00240 -1.20287
H 1.64282 2.52368 2.70817
N 0.84398 -0.69007 4.34886
F -0.96474 0.69997 -0.64075
C -3.62416 -1.30791 -2.12958
H 0.64434 -3.06310 -1.80932
N 0.93005 -2.69555 -2.70563
H -2.11971 -1.70089 -0.94056
B -0.20709 -0.12580 0.13864
H -0.55629 3.32419 1.72576
C 1.77707 -1.43860 3.84038
C -3.19948 -0.05793 3.05845
O -4.11681 0.39578 3.71558
H 0.78318 0.19836 3.87230
N 2.00156 -1.17926 2.55409
C 0.54864 3.14047 4.36996
O -2.22965 1.27651 -5.50640
N 0.77118 2.46443 3.21497
H 2.52229 3.53706 4.35333
H -0.03235 1.98355 2.83654
*
```

Calculated values
Gap between HOMO and LUMO ... 9.16 eV
M ... 603.28 Da
Highest occupied orbital energy ... -7.29 eV
Electronic energy ... -64757.76571 eV
E_LUMO ... 1.9 eV

=====

2.
Entry from the Open Molecules 2025 dataset: a molecular structure, C53H49I2N6P2S2TeTi at a distorted geometry (ωB97M-V with the def2-TZVPD basis set).

Geometry as ORCA input:
```
! wB97M-V def2-TZVPD RIJCOSX def2/J DEFGRID3
* xyz -1 1
C -2.43407 6.21386 -0.00368
C 0.41161 2.36286 -4.46553
H 6.10251 2.06469 -4.25457
C -1.75035 -4.08363 -2.72323
C 3.88536 -2.26771 -0.41771
C -3.69278 -2.55499 -2.25700
C -1.55674 4.16931 0.89595
C -5.85949 0.98899 -3.23107
H 5.54338 -3.24063 4.58659
C 3.77231 -1.76197 2.10126
N 2.10476 0.38679 -1.35066
H 5.53279 -0.86193 -0.61703
H 3.40708 -0.71209 4.93066
H 0.17614 -4.01288 -1.77121
H 5.02815 1.17740 4.79154
C -2.81360 -1.11109 1.94425
C 5.58005 1.36781 -3.60188
C -1.51232 0.92384 -4.47356
I 2.60560 4.01199 -0.11214
N 2.79389 -0.72221 1.95627
S 5.56282 2.09416 -1.94933
C 0.69317 2.63003 2.80592
H -2.50074 6.31008 -2.14514
H -4.70024 -2.34392 -2.60331
H -1.52975 4.09996 -2.47957
H 5.86246 0.36454 3.45807
C -3.54560 -0.83955 4.24139
I 1.51565 6.62856 -0.81693
H 3.52645 -3.16996 -0.91911
C 0.22885 2.30439 4.08022
C 4.37826 -0.86401 4.45877
H -5.29090 -3.30480 2.71831
C 4.91374 -3.71838 1.31614
C 5.15619 -1.76230 -1.10845
C -3.00719 -3.67836 -2.92033
H -1.39953 -4.93464 -3.29881
C -2.18304 0.93615 -0.08586
H 1.18877 2.90048 -4.99625
H -0.29068 -4.25237 1.39630
C 1.22303 -0.40592 -2.05202
H 5.15982 -4.38304 0.49526
C -1.39424 -3.34265 -0.30870
N 1.21934 1.55686 2.20206
H 5.89331 -4.92029 2.79907
C 0.33170 2.45636 -3.08444
H 4.55618 1.23616 -3.94262
H -3.59680 -4.21869 -3.65416
H -0.44146 1.50162 -6.24459
C -1.59392 1.03210 -3.08680
H 1.43860 -2.69946 1.59589
H 5.95108 -2.51208 -1.08209
C -0.30533 -3.40345 0.72235
C -4.47142 -1.86631 4.08254
H 4.21405 0.94470 3.24622
H -2.00040 0.32122 3.31698
C -1.68381 4.45154 -1.46805
C 1.92247 -0.65516 2.91486
C -3.74444 -2.13671 1.79852
Ti 1.60907 0.46356 0.54378
C 0.71443 -2.54255 0.80780
C -7.24638 0.06009 -1.69464
H -3.85907 -2.64194 0.84852
C -4.56713 -2.51026 2.85810
H 0.69364 3.58989 2.31595
Te -3.93589 1.78308 0.61372
H -4.10794 2.01202 -2.52601
P -1.59012 -0.57016 0.69272
C 0.49679 0.94238 4.26898
C 4.89945 0.48580 3.95753
H -0.98285 -1.51842 -2.75551
N 3.18578 0.87471 -2.05019
H 3.10678 -1.52333 -0.51146
H -2.23554 0.31632 -5.00609
S 3.78146 1.75419 0.40881
H -3.83012 -0.95906 -0.93873
C 4.04825 1.45979 -1.32602
H -0.22987 2.98581 4.77890
C 1.12288 0.50652 3.11016
C -3.20082 -1.77059 -1.29321
C -4.99320 1.44962 -2.25250
H 1.17429 -0.32680 -3.12916
H -2.37838 0.52134 -2.53810
C -6.43453 0.46726 -0.64180
H 1.05301 3.06762 -2.55082
H -1.33207 3.55991 1.76035
C -2.08438 5.43446 1.09052
C 4.15618 -2.58100 1.03328
H 0.30379 0.34161 5.14527
H -5.64804 1.18481 -4.27808
H -5.10896 -2.16226 4.90681
C 5.34289 -4.01062 2.59535
H -8.15376 -0.50251 -1.49457
C 5.11284 -3.08705 3.60357
H -2.84992 7.20389 0.13896
H 1.84299 -1.45321 3.64997
C 0.54496 -1.31140 -1.30179
C -0.78129 -3.49651 -1.73673
C 4.36075 -1.94116 3.37708
H 6.09687 0.41041 -3.58997
C -1.83087 -1.87293 -0.66568
N -6.97899 0.30013 -2.97892
P -0.75163 1.90926 -0.53147
N 0.96427 -1.41777 0.01895
C -1.33612 3.65711 -0.38170
C -0.66925 1.78494 -2.37812
H -3.46576 -0.31984 5.18901
H 4.94635 -1.51738 -2.15141
C -5.27120 1.17485 -0.91675
C -2.72507 -0.47770 3.18609
H -6.69941 0.21287 0.37809
H 5.04362 -1.22494 5.24455
C -0.70536 -1.95131 -1.79722
H -2.21686 -4.02163 -0.08760
C -0.50756 1.58445 -5.16622
H -2.23493 5.80506 2.09783
C -2.23880 5.71329 -1.27976
*
```

Calculated values
Gap between HOMO and LUMO (spin up / spin down) ... 5.55 / 5.57 eV
M ... 1325.37 Da
Highest occupied orbital energy (spin up / spin down) ... -4.30 / -4.30 eV
Electronic energy ... -151556.03969 eV
E_LUMO (spin up / spin down) ... 1.3 / 1.3 eV

=====

3.
Entry from the Open Molecules 2025 dataset: a molecular structure, C59H38Cl4IrN4O3P2S at a distorted geometry (ωB97M-V with the def2-TZVPD basis set).

Geometry as ORCA input:
```
! wB97M-V def2-TZVPD RIJCOSX def2/J DEFGRID3
* xyz 0 2
O 2.40165 -0.97502 -0.14472
C 1.34011 1.95210 -5.81320
H -2.96344 3.46236 4.46238
H -4.14322 -0.28474 6.58372
H 3.21440 1.11594 -0.74650
C 1.02917 -0.26676 -4.97621
C 3.41100 -4.14590 -3.18837
H 0.70716 4.78520 0.89609
C -0.05924 5.78160 -0.82957
C 2.54358 -2.28514 0.06945
C -0.01377 -1.08922 4.25861
C -1.88280 -0.83495 2.53576
C 0.35902 4.66924 -0.12405
C 3.35653 2.05835 -0.22307
C -0.50751 -0.87314 2.88613
H -3.86462 -1.42653 -5.11915
C -3.73139 -0.10669 0.99800
C -0.15945 3.27415 -1.98787
C 0.83478 2.47859 -4.63570
C -2.44889 0.37446 -0.75170
H 3.88261 5.29768 1.88193
H 0.93099 2.06168 3.45240
C -3.76812 0.40896 -0.28243
N 0.50422 -0.73426 2.05204
C -4.02297 -0.84637 5.66707
O 0.19162 -2.55568 0.03032
H 1.99698 -1.09349 5.06117
C -0.38794 2.38875 1.76710
C 2.80851 -5.06026 0.42640
C -1.99806 -2.57556 -1.94252
H -4.90833 -3.08354 -3.60133
C 1.10347 -3.55458 -2.86295
H 2.41782 -1.54398 2.48317
C 3.76449 -2.80252 -3.11800
C -5.86653 -2.30391 6.36048
N -1.61598 -0.13638 0.17049
C -3.73299 -2.29370 3.31878
C 1.76161 -0.74020 2.83605
H -3.61860 3.38738 2.06836
C -1.68432 2.76774 1.41080
C -0.59366 5.62148 -2.10358
C -0.04583 2.37587 3.11677
Cl 2.95695 -6.77032 0.61081
H 4.82248 2.86620 -1.53852
H -3.69659 -3.80788 -1.56439
Cl 0.10282 -5.44899 0.36425
H -0.63370 -1.29833 5.11379
C -2.61361 3.12635 2.37225
C 2.79126 -1.84332 -2.90749
H 4.17681 -4.89916 -3.32197
H 1.77576 0.17058 -6.93344
H -0.66569 2.79186 5.11524
C -0.65780 4.36802 -2.68632
C 0.40080 1.60734 -3.64471
C 2.54792 0.57663 2.66157
C -2.08572 -1.24587 -3.94270
N -6.67568 -2.59953 7.12086
C 0.55263 0.22959 -3.76094
Cl 5.51193 -4.94700 0.42797
C -3.34342 -1.75771 -4.23028
C -1.39710 -1.65121 -2.80090
C 1.45208 -2.21360 -2.77373
H 4.80275 -2.50791 -3.19420
H -0.97775 6.47843 -2.64132
C -2.37428 -0.42534 1.28776
C 2.54574 2.27672 0.95294
H -4.55444 -0.21366 1.68591
P 0.65264 1.90006 0.33438
H -1.10945 4.22684 -3.65796
H -5.34932 -3.50793 4.03855
Ir 0.40825 -0.50545 -0.05888
H -2.41738 0.36321 4.93842
H -1.65367 -0.51958 -4.61745
C 3.70370 4.40482 1.29977
H -1.48747 -2.88488 -1.03983
C 1.40554 0.58031 -6.00400
N 2.07382 1.11666 1.59154
H -0.00346 6.76382 -0.38074
C 1.31118 -0.98955 4.23490
C -3.92760 -2.68286 -3.37962
H 0.07241 -3.86291 -2.74352
S 3.77989 1.15894 3.62805
C -3.05420 -0.48958 4.74611
C 4.39454 4.18177 0.11999
C -2.89526 -1.20381 3.55816
H 1.67392 2.62661 -6.59103
H -3.61064 -2.85927 2.40396
H -2.08029 0.69693 -1.71120
H 1.13576 -1.33503 -5.10595
C -4.85401 -1.93381 5.40957
C 3.79634 -2.87416 0.16940
C -4.70632 -2.65981 4.23019
C 1.39488 -3.11878 0.17377
H 0.78491 3.54712 -4.50025
C -0.96341 2.78558 4.07384
C -3.24891 -3.08985 -2.23941
C 3.93154 -4.25713 0.34384
Cl 5.17274 -1.84108 0.02727
H -1.99276 2.75985 0.37293
P 0.22798 -0.92688 -2.37006
C 2.08348 -4.51916 -3.06476
C 1.53491 -4.48488 0.34406
C -2.24811 3.15808 3.70877
O -0.21613 1.99806 -2.48618
H -4.62590 0.76225 -0.83091
H 2.24366 3.59926 2.64641
H 1.80289 -5.56373 -3.10499
H 5.11411 4.92133 -0.21106
H 3.07937 -0.80219 -2.82627
C 4.23398 3.01342 -0.64386
C 2.81762 3.44219 1.74651
C 0.30802 3.39428 -0.68748
*
```

Calculated values
Gap between HOMO and LUMO (spin up / spin down) ... 4.74 / 5.06 eV
M ... 1279.02 Da
Highest occupied orbital energy (spin up / spin down) ... -6.75 / -7.07 eV
Electronic energy ... -156243.92812 eV
E_LUMO (spin up / spin down) ... -2.0 / -2.0 eV
⟨S²⟩ ... 0.7735